No. 1
{
  "formula": "C21H19N3O4RuS",
  "method": "the ωB97M-V functional and the def2-TZVPD basis",
  "homo_energy_ev": -14.583,
  "total_charge": 2,
  "lumo_energy_ha": -0.3411,
  "orbital_gap_ev": 5.30,
  "molar_mass_g_mol": 510.54,
  "relative_energy_kj_mol": 31.51,
  "elements": ["Ru", "C", "C", "N", "N", "C", "O", "C", "C", "C", "C", "C", "C", "C", "C", "C", "C", "C", "N", "H", "H", "H", "H", "H", "H", "H", "H", "H", "H", "H", "H", "C", "C", "C", "C", "C", "C", "C", "S", "O", "O", "O", "H", "H", "H", "H", "H", "H", "H"],
  "positions_angstrom": [[-1.13024, -0.25103, -0.40420], [-0.27459, 3.76738, 0.89236], [-0.71804, 2.35889, 0.76554], [-0.32308, 1.56795, -0.17506], [0.57762, 1.95383, -1.11895], [0.94109, 0.90936, -1.79291], [0.36532, -0.29072, -1.44361], [1.92358, 0.88161, -2.84296], [2.59986, 2.06439, -3.17410], [3.53887, 2.04436, -4.18313], [3.80672, 0.85717, -4.85936], [3.13629, -0.31651, -4.53335], [2.19228, -0.31127, -3.52608], [-1.62884, 1.67258, 1.68901], [-2.16381, 2.21337, 2.83735], [-2.95045, 1.41135, 3.65969], [-3.17017, 0.08635, 3.32204], [-2.61089, -0.40957, 2.15871], [-1.87720, 0.37494, 1.35654], [0.74180, 3.87472, 0.52139], [-0.32893, 4.11540, 1.92040], [-0.91967, 4.40158, 0.27749], [2.38247, 2.97854, -2.63952], [4.06734, 2.94941, -4.44760], [4.54515, 0.84829, -5.64994], [3.35102, -1.23065, -5.06844], [1.66531, -1.22026, -3.27095], [-1.96176, 3.24193, 3.09799], [-3.37756, 1.82244, 4.56471], [-3.77288, -0.56359, 3.93988], [-2.76471, -1.42951, 1.83242], [-8.64286, -0.53509, 0.98589], [-7.27799, -0.63779, 0.37718], [-6.49645, -1.78001, 0.56106], [-5.25399, -1.90162, -0.03437], [-4.79491, -0.84694, -0.81934], [-5.54786, 0.30661, -1.03049], [-6.78128, 0.40035, -0.41805], [-3.30670, -1.04638, -1.67650], [-2.36206, -1.83478, -0.77535], [-3.44197, -1.47747, -3.00856], [-2.53925, 0.33591, -1.55161], [-8.77789, -1.25090, 1.79380], [-9.40006, -0.74220, 0.22672], [-8.83172, 0.46798, 1.36623], [-6.87556, -2.59421, 1.16502], [-4.66690, -2.80240, 0.09123], [-5.18348, 1.10506, -1.66391], [-7.38227, 1.28752, -0.57121]],
  "nbo_charge": [1.42, -0.69, 0.33, -0.23, -0.31, 0.56, -0.47, -0.12, -0.15, -0.20, -0.11, -0.20, -0.16, 0.16, -0.18, -0.08, -0.21, 0.10, -0.42, 0.28, 0.25, 0.28, 0.24, 0.24, 0.24, 0.24, 0.23, 0.26, 0.27, 0.27, 0.25, -0.65, 0.07, -0.20, -0.19, -0.35, -0.19, -0.19, 2.33, -0.89, -0.78, -0.76, 0.24, 0.26, 0.24, 0.24, 0.25, 0.25, 0.24]
}

No. 2
{
  "formula": "C8H4NO3",
  "method": "the ωB97M-V functional and the def2-TZVPD basis",
  "homo_energy_ev": -14.299,
  "total_charge": 1,
  "lumo_energy_ha": -0.2182,
  "orbital_gap_ev": 8.36,
  "molar_mass_g_mol": 162.12,
  "elements": ["C", "C", "C", "C", "C", "C", "C", "C", "N", "O", "O", "O", "H", "H", "H", "H"],
  "positions_angstrom": [[-2.07729, 0.50261, 0.01450], [-1.70100, -0.82736, -0.08460], [-1.17639, 1.53169, 0.27882], [-0.37603, -1.34942, 0.00075], [0.16628, 1.07317, 0.08572], [0.50873, -0.33136, 0.03050], [1.51456, 1.80186, -0.16510], [2.22248, -1.69902, 0.16813], [1.93463, -0.51782, -0.16024], [2.05821, 2.74023, 0.23131], [2.00995, -2.83328, 0.24235], [2.30596, 0.56156, -0.86211], [-3.23193, 0.72471, -0.03540], [-2.59106, -1.55499, -0.19025], [-1.40230, 2.63487, 0.43176], [-0.16481, -2.45746, 0.01387]],
  "nbo_charge": [-0.21, -0.14, -0.12, -0.24, -0.18, 0.12, 0.82, 0.96, -0.13, -0.36, -0.29, -0.33, 0.27, 0.26, 0.28, 0.27]
}

No. 3
{
  "formula": "C35H39InN3O2PSe",
  "method": "the ωB97M-V functional and the def2-TZVPD basis",
  "homo_energy_ev": -13.107,
  "total_charge": 2,
  "lumo_energy_ha": -0.2062,
  "orbital_gap_ev": 7.50,
  "molar_mass_g_mol": 758.47,
  "elements": ["In", "C", "O", "C", "O", "N", "N", "H", "H", "H", "H", "H", "H", "N", "C", "C", "C", "C", "C", "C", "H", "H", "H", "H", "H", "H", "H", "C", "C", "C", "C", "C", "C", "Se", "C", "C", "C", "H", "H", "H", "H", "H", "H", "H", "H", "H", "H", "H", "C", "C", "C", "C", "C", "C", "P", "C", "C", "C", "C", "C", "C", "C", "C", "C", "C", "C", "C", "H", "H", "H", "H", "H", "H", "H", "H", "H", "H", "H", "H", "H", "H", "H"],
  "positions_angstrom": [[-0.95536, -0.12395, -0.46327], [-4.33363, -1.19853, 2.81285], [-4.57073, -1.44595, 1.39856], [-3.72022, -0.93538, 0.56152], [-2.76349, -0.20385, 0.89217], [-3.98901, -1.25571, -0.71771], [-3.13223, -0.76544, -1.69826], [-5.13454, -1.71380, 3.32619], [-4.37162, -0.13211, 3.01218], [-3.36910, -1.60533, 3.09996], [-4.80949, -1.79618, -0.94851], [-3.56980, -0.01366, -2.22595], [-2.89571, -1.50908, -2.35317], [-0.49520, 1.14201, -2.46828], [-1.23636, 0.77792, -3.65627], [-2.17489, 1.65881, -4.17179], [-2.92749, 1.28631, -5.28031], [-2.73613, 0.04563, -5.87174], [-1.78160, -0.82423, -5.35598], [-1.02829, -0.46242, -4.24592], [-0.56326, 2.14099, -2.29415], [0.49464, 0.93969, -2.59043], [-2.31905, 2.63551, -3.71866], [-3.65341, 1.97766, -5.68897], [-3.31524, -0.23604, -6.74106], [-1.61549, -1.78736, -5.82134], [-0.28031, -1.13766, -3.84290], [4.57772, -5.12951, 1.31160], [3.36864, -4.36852, 0.83493], [3.40611, -3.60740, -0.32711], [2.27661, -2.96931, -0.82509], [2.38382, -2.13449, -2.07722], [1.07460, -3.10906, -0.12273], [-0.54714, -2.56508, -0.97019], [1.01900, -3.79714, 1.09646], [-0.22548, -3.90713, 1.94141], [2.17755, -4.41857, 1.54640], [5.41819, -5.01333, 0.63035], [4.34625, -6.19274, 1.38782], [4.89000, -4.79653, 2.30316], [4.34238, -3.51115, -0.86569], [3.41088, -2.11671, -2.43822], [2.07602, -1.10081, -1.88114], [1.75123, -2.52048, -2.87836], [-0.95602, -3.13849, 1.69996], [0.03864, -3.82154, 2.99628], [-0.70901, -4.87754, 1.80757], [2.14751, -4.96487, 2.48534], [2.70819, -0.60874, 3.73316], [3.21918, 0.53895, 3.14100], [2.44206, 1.27301, 2.25679], [1.14762, 0.85080, 1.96335], [0.63525, -0.30062, 2.56530], [1.41417, -1.02638, 3.45140], [0.06656, 1.77457, 0.85157], [-0.91174, 2.93336, 1.79910], [-0.24773, 3.90171, 2.55419], [-0.98531, 4.77863, 3.33027], [-2.37379, 4.69004, 3.35557], [-3.03183, 3.72749, 2.60481], [-2.30182, 2.84261, 1.82220], [1.10229, 2.66312, -0.31985], [0.78742, 3.96264, -0.70926], [1.53706, 4.58426, -1.70360], [2.58944, 3.91074, -2.30691], [2.90463, 2.61016, -1.92092], [2.16131, 1.98333, -0.93366], [3.32142, -1.17902, 4.41848], [4.22614, 0.86471, 3.36804], [2.84878, 2.16659, 1.79818], [-0.38590, -0.61650, 2.36920], [1.01276, -1.91258, 3.92431], [0.83428, 3.97035, 2.54098], [-0.47798, 5.53163, 3.91918], [-2.94280, 5.37803, 3.96728], [-4.11202, 3.66585, 2.62828], [-2.80808, 2.08372, 1.24298], [-0.03118, 4.49212, -0.23638], [1.30082, 5.59869, -1.99919], [3.17396, 4.40081, -3.07509], [3.73749, 2.09334, -2.38195], [2.41888, 0.97514, -0.62309]],
  "mulliken_charge": [1.38, -0.64, -0.49, 0.53, -0.34, -0.31, -0.27, 0.28, 0.29, 0.26, 0.24, 0.29, 0.33, -0.12, 0.06, -0.39, -0.69, -0.58, -0.76, -0.02, 0.20, 0.22, 0.43, 0.42, 0.43, 0.45, 0.48, -1.46, 0.54, -1.13, 0.73, -1.33, 0.59, 0.17, 0.63, -1.59, -0.75, 0.37, 0.36, 0.34, 0.33, 0.47, 0.16, 0.32, 0.06, 0.38, 0.44, 0.44, -0.71, -0.82, -0.11, 0.34, -0.25, -0.64, 0.92, 0.52, -0.24, -0.76, -0.56, -0.76, -0.14, 0.37, -0.65, -0.74, -0.67, -0.64, -0.99, 0.46, 0.47, 0.47, 0.33, 0.46, 0.42, 0.44, 0.42, 0.45, 0.28, 0.45, 0.49, 0.44, 0.49, 0.71]
}

No. 4
{
  "formula": "C20H46N2O12S4",
  "method": "the ωB97M-V functional and the def2-TZVPD basis",
  "smiles": "CCOS(C)(=O)=O.CCOS(C)(=O)=O.CCOS(C)(=O)=O.CCOS(C)(=O)=O.CCCC#N.CCCC#N",
  "homo_energy_ev": -10.844,
  "total_charge": 0,
  "lumo_energy_ha": 0.0111,
  "orbital_gap_ev": 11.15,
  "molar_mass_g_mol": 634.86,
  "elements": ["C", "C", "O", "S", "C", "O", "O", "H", "H", "H", "H", "H", "H", "H", "H", "C", "C", "O", "S", "C", "O", "O", "H", "H", "H", "H", "H", "H", "H", "H", "C", "C", "O", "S", "C", "O", "O", "H", "H", "H", "H", "H", "H", "H", "H", "C", "C", "O", "S", "C", "O", "O", "H", "H", "H", "H", "H", "H", "H", "H", "C", "C", "C", "C", "N", "H", "H", "H", "H", "H", "H", "H", "C", "C", "C", "C", "N", "H", "H", "H", "H", "H", "H", "H"],
  "positions_angstrom": [[-1.11008, -4.72791, 2.99411], [-1.13066, -3.18845, 2.70427], [-2.28578, -2.75494, 1.95880], [-2.11294, -2.52006, 0.35691], [-3.53909, -1.46548, 0.17873], [-0.87159, -1.83561, 0.13636], [-2.36213, -3.77363, -0.33885], [-0.99751, -5.17685, 2.05879], [-2.06005, -5.00795, 3.43691], [-0.29993, -4.81544, 3.69578], [-1.32584, -2.60374, 3.66640], [-0.10969, -2.87381, 2.41310], [-3.46662, -0.87350, -0.73601], [-3.55121, -0.88349, 1.05461], [-4.41867, -2.09138, 0.28488], [2.89042, -1.38767, 1.42251], [3.68271, -0.62000, 0.44099], [5.00341, -0.35765, 1.08294], [6.14298, 0.33245, 0.22736], [6.34324, -0.85858, -1.05545], [5.65761, 1.59319, -0.26187], [7.29277, 0.37288, 1.09134], [3.17000, -2.39008, 1.41610], [1.83160, -1.08807, 1.21019], [3.07618, -0.99848, 2.45726], [3.76929, -1.01728, -0.53274], [3.15568, 0.31685, 0.20459], [6.43869, -1.92639, -0.73323], [7.12266, -0.57555, -1.78309], [5.42399, -0.81741, -1.59629], [-5.12558, 2.87238, 1.21682], [-6.25649, 2.38101, 0.30501], [-5.68944, 1.41618, -0.68398], [-5.81976, 1.62121, -2.26767], [-4.58229, 2.99197, -2.46190], [-5.25923, 0.42781, -2.85050], [-7.07092, 2.09884, -2.60059], [-5.55235, 3.57656, 1.93432], [-4.39387, 3.34416, 0.59877], [-4.74490, 1.99753, 1.80916], [-7.15979, 1.89848, 0.84811], [-6.76329, 3.15601, -0.34791], [-3.64134, 2.77290, -1.88714], [-5.02024, 3.88411, -2.15998], [-4.35696, 2.98932, -3.49291], [-0.22803, 4.83219, 2.95936], [0.47304, 3.44650, 3.09424], [1.87346, 3.65115, 3.14629], [2.61783, 2.97942, 1.80814], [4.25305, 3.54682, 2.12811], [2.62139, 1.54671, 2.03520], [2.12229, 3.56679, 0.62470], [-1.29441, 4.74175, 2.95158], [0.12585, 5.29275, 2.02458], [-0.01064, 5.56191, 3.78217], [0.21340, 2.84775, 3.91545], [0.18254, 2.85086, 2.25162], [4.35665, 4.61629, 1.88000], [4.92569, 2.99419, 1.52951], [4.52011, 3.35794, 3.17710], [1.28068, -5.81599, -2.78833], [0.70932, -4.42015, -2.63970], [1.56905, -3.50228, -1.67868], [2.96891, -3.31529, -2.14529], [4.04201, -3.17235, -2.52312], [1.12832, -6.36563, -1.87273], [2.35846, -5.79355, -2.90324], [0.86940, -6.30839, -3.62968], [-0.34736, -4.44001, -2.20089], [0.56683, -3.99839, -3.61650], [1.53394, -4.01476, -0.73560], [1.16385, -2.51586, -1.57218], [-0.88894, 1.04741, -3.31957], [-0.03132, 0.44786, -2.27350], [0.26672, 1.40382, -1.06571], [-0.86737, 2.18127, -0.56893], [-1.71849, 2.88614, -0.19943], [-1.63260, 1.77025, -3.00435], [-1.42263, 0.28307, -3.96574], [-0.33963, 1.65115, -4.02836], [0.92135, 0.05883, -2.67118], [-0.57297, -0.37253, -1.75933], [0.99913, 2.18946, -1.37139], [0.76807, 0.86848, -0.18963]],
  "mulliken_charge": [-1.13, 0.00, -0.35, 1.22, -1.10, -0.44, -0.71, 0.31, 0.28, 0.40, 0.32, 0.02, 0.32, 0.37, 0.44, -1.15, 0.41, -0.38, 1.19, -0.87, -0.66, -0.67, 0.57, 0.00, 0.31, 0.11, 0.05, 0.31, 0.42, 0.29, -0.79, -0.40, -0.29, 1.13, -0.64, -0.58, -0.57, 0.38, 0.21, 0.20, 0.26, 0.39, -0.14, 0.41, 0.43, -1.08, 0.06, -0.38, 1.44, -0.90, -0.54, -0.66, 0.35, 0.24, 0.32, 0.42, -0.13, 0.36, 0.19, 0.31, -1.30, -0.36, 0.53, 0.22, -0.52, 0.33, 0.34, 0.38, 0.16, 0.42, 0.29, -0.44, -1.08, 0.49, 0.52, 0.05, -0.56, 0.02, 0.36, 0.36, 0.33, -0.36, 0.32, -0.39]
}

No. 5
{
  "formula": "C22H36NiO3P2",
  "method": "the ωB97M-V functional and the def2-TZVPD basis",
  "homo_energy_ev": [-5.615, -5.615],
  "total_charge": 0,
  "s_squared": 2.0175,
  "lumo_energy_ha": [-0.0255, -0.0263],
  "orbital_gap_ev": [4.92, 4.90],
  "molar_mass_g_mol": 469.17,
  "relative_energy_kj_mol": 22.50,
  "spin_multiplicity": 3,
  "elements": ["P", "P", "C", "C", "H", "H", "H", "H", "C", "H", "H", "H", "C", "H", "H", "H", "C", "H", "H", "H", "C", "H", "H", "H", "Ni", "C", "C", "C", "C", "C", "C", "C", "C", "C", "H", "H", "H", "H", "H", "H", "H", "H", "H", "H", "H", "H", "H", "H", "H", "O", "C", "C", "C", "C", "C", "C", "C", "O", "O", "H", "H", "H", "H", "H"],
  "positions_angstrom": [[-0.05680, -2.32690, -2.66033], [0.24800, 1.80676, -2.77486], [-0.38482, -0.94518, -3.85813], [0.47179, 0.36370, -3.94148], [-1.46437, -0.70884, -3.85006], [-0.23081, -1.44291, -4.83140], [1.54730, 0.12352, -3.94388], [0.26676, 0.82159, -4.92317], [-1.28526, 2.57176, -3.37167], [-1.69770, 3.25496, -2.61677], [-2.05617, 1.83105, -3.63053], [-1.04209, 3.15610, -4.26878], [1.55132, 2.97481, -3.13490], [1.28044, 3.53711, -4.03559], [2.49362, 2.44553, -3.30774], [1.66924, 3.67507, -2.30086], [-1.12345, -3.65595, -3.30394], [-1.19481, -4.48517, -2.59025], [-0.70302, -4.04534, -4.24169], [-2.13754, -3.28989, -3.51294], [1.62826, -2.92402, -3.00815], [2.34629, -2.08448, -3.02677], [1.63530, -3.44609, -3.97925], [1.93210, -3.63702, -2.22286], [2.31913, -2.26327, 0.83970], [0.03940, 1.83506, -0.89532], [-1.28118, 1.37601, -0.52554], [-1.83660, 0.21703, -1.19768], [-1.85328, -1.11805, -0.41776], [-0.84887, -2.08623, -0.96351], [0.56837, -1.73323, -0.84356], [1.30160, -0.42906, -0.97744], [1.05984, 0.86291, -0.18351], [1.06558, -2.57554, 2.37466], [0.23165, 2.88320, -0.57417], [-1.67749, 1.66181, 0.43227], [-1.24061, 0.04160, -2.10512], [-2.87056, 0.44046, -1.51905], [-1.65097, -0.96139, 0.65389], [-2.84364, -1.58131, -0.50052], [-1.02880, -3.11689, -0.61678], [1.24359, -2.58688, -0.52445], [1.11840, -0.13624, -2.01576], [2.39681, -0.62605, -0.97069], [0.73146, 0.64134, 0.84023], [2.02935, 1.37888, -0.08798], [1.62526, -2.33114, 3.30281], [0.76580, -3.64524, 2.41511], [0.14159, -1.95291, 2.36964], [1.86338, 2.13718, 4.84256], [0.82470, 1.90112, 5.54564], [0.73870, 2.28509, 6.93215], [-0.38713, 1.99890, 7.68707], [-1.49351, 1.35007, 7.11277], [-1.45339, 0.97192, 5.76520], [-0.33982, 1.22476, 4.97767], [-0.34100, 0.79047, 3.55916], [-1.26375, 0.15688, 3.04416], [0.74828, 1.12995, 2.87223], [1.40096, 1.60025, 3.57001], [1.59074, 2.80085, 7.36549], [-0.40989, 2.28349, 8.74048], [-2.38180, 1.13774, 7.71030], [-2.29583, 0.46628, 5.30159]],
  "nbo_charge": [1.64, 1.54, -0.75, -0.71, 0.26, 0.26, 0.25, 0.25, -0.98, 0.28, 0.26, 0.25, -0.99, 0.26, 0.27, 0.28, -1.00, 0.26, 0.22, 0.25, -1.01, 0.23, 0.22, 0.26, 0.53, -0.51, -0.11, -0.48, -0.42, -0.55, -0.58, -0.42, -0.45, -1.14, 0.27, 0.24, 0.17, 0.23, 0.27, 0.21, 0.24, 0.16, 0.16, 0.22, 0.32, 0.21, 0.21, 0.19, 0.22, -0.75, 0.43, -0.33, -0.18, -0.33, -0.13, -0.34, 0.79, -0.70, -0.75, 0.51, 0.21, 0.20, 0.20, 0.22]
}

No. 6
{
  "formula": "C3N4S3",
  "method": "the ωB97M-V functional and the def2-TZVPD basis",
  "homo_energy_ev": -9.696,
  "total_charge": 0,
  "lumo_energy_ha": -0.0650,
  "orbital_gap_ev": 7.93,
  "molar_mass_g_mol": 188.26,
  "relative_energy_kj_mol": 95.98,
  "elements": ["C", "C", "C", "N", "N", "N", "N", "S", "S", "S"],
  "positions_angstrom": [[1.00926, 1.56974, 0.02809], [2.16815, -1.31076, -0.33615], [-2.81926, -0.62656, 0.15897], [1.31110, 2.33413, 0.82200], [2.15475, -0.38588, -1.12623], [-3.60548, -0.08806, 0.79585], [-0.32749, -0.53311, -0.18632], [0.52128, 0.37353, -1.14948], [1.59127, -2.30102, 0.70596], [-1.64776, -1.37920, -0.79390]],
  "nbo_charge": [-0.02, 0.16, 0.00, -0.20, -0.67, -0.27, -1.01, 1.25, 0.25, 0.52]
}